ORCA calculation (the ωB97M-V functional and the def2-TZVPD basis) on a 2-piece molecular cluster, C5H12O3 overall in a non-equilibrium geometry.

The highest occupied orbital energy comes out at -9.86 eV. As for the spin multiplicity: 1. The energy comes out at -11521.4221 eV. The calculation puts the relative energy (zero: lowest compared OMol25 entry of this formula, charge and spin) at 31.0 kcal per mole. As for the HOMO-LUMO gap: 0.3835 Ha. The LUMO energy comes out at 0.0213 hartree.

```
20
C5H12O3 the ωB97M-V functional and the def2-TZVPD basis
C 0.38 -2.20 2.06
C -0.54 -1.60 3.09
C -1.11 -2.56 4.12
O -0.82 -0.41 3.10
H 0.73 -1.42 1.36
H -0.15 -2.98 1.48
H 1.25 -2.66 2.54
H -1.70 -3.34 3.62
H -0.29 -3.04 4.68
H -1.76 -2.02 4.83
O 1.60 1.64 -4.22
C 0.44 2.44 -4.01
C -0.20 2.15 -2.67
O 0.76 2.50 -1.68
H 2.15 1.77 -3.42
H 0.69 3.52 -4.07
H -0.26 2.21 -4.83
H -1.13 2.75 -2.56
H -0.48 1.08 -2.61
H 0.46 2.15 -0.81
```